The following is a DFT calculation (ωB97M-V/def2-TZVPD) of C58H66F3N5O3P2TeZr as an isolated structure at a distorted geometry.

ORCA input file:
```
! RIJCOSX wB97M-V def2-TZVPD def2/J DEFGRID3
* xyz 1 2
Zr 0.505 -0.071 -0.671
C 0.614 3.650 -1.439
P -0.636 2.327 -1.898
C -2.217 3.068 -1.403
C -3.381 2.560 -1.987
C -4.627 3.033 -1.604
C -4.731 3.992 -0.602
C -3.586 4.463 0.022
C -2.333 4.003 -0.376
C -0.545 2.535 -3.715
C -1.541 3.157 -4.462
C -1.401 3.306 -5.838
C -0.264 2.841 -6.479
C 0.753 2.253 -5.736
C 0.615 2.103 -4.365
C 1.616 3.120 -0.502
C 2.575 3.919 0.251
C 3.506 3.072 0.705
C 3.112 1.745 0.251
C 3.881 0.509 0.433
P 2.798 -0.816 1.206
C 3.282 -0.547 2.961
C 3.399 0.730 3.510
C 3.709 0.906 4.852
C 3.898 -0.198 5.672
C 3.787 -1.475 5.138
C 3.481 -1.648 3.796
C 3.731 -2.330 0.837
C 3.032 -3.536 0.835
C 3.699 -4.736 0.610
C 5.064 -4.730 0.373
C 5.767 -3.529 0.379
C 5.106 -2.335 0.616
N 1.939 1.793 -0.446
H 0.197 4.597 -1.097
H 1.160 3.872 -2.364
H -3.312 1.783 -2.739
H -5.519 2.643 -2.081
H -5.705 4.357 -0.300
H -3.661 5.197 0.815
H -1.455 4.394 0.127
H -2.426 3.550 -3.984
H -2.185 3.793 -6.404
H -0.166 2.940 -7.553
H 1.652 1.902 -6.226
H 1.411 1.636 -3.803
H 2.537 4.993 0.362
H 4.402 3.299 1.263
H 4.767 0.704 1.031
H 4.171 0.121 -0.546
H 3.262 1.613 2.894
H 3.805 1.907 5.255
H 4.138 -0.064 6.720
H 3.949 -2.343 5.765
H 3.411 -2.653 3.395
H 1.961 -3.540 1.006
H 3.147 -5.668 0.609
H 5.583 -5.660 0.177
H 6.834 -3.525 0.200
H 5.676 -1.414 0.634
C -0.230 0.078 3.479
C 0.031 1.263 2.548
N -0.524 1.128 1.171
C -1.996 0.877 1.147
C -2.303 -0.611 1.217
N -1.198 -1.430 0.671
C -0.989 -2.655 1.464
C -0.590 -2.344 2.916
N 0.308 -1.200 3.029
H -1.307 -0.003 3.640
H 0.202 0.350 4.445
H 1.105 1.428 2.461
H -0.409 2.150 3.013
H -0.389 2.052 0.764
H -2.378 1.254 0.207
H -2.485 1.422 1.960
H -3.211 -0.797 0.651
H -2.487 -0.916 2.242
H -1.478 -1.707 -0.270
H -0.221 -3.241 0.962
H -1.905 -3.254 1.480
H -0.097 -3.222 3.334
H -1.494 -2.191 3.516
H 1.108 -1.440 3.597
F 1.414 -3.170 -3.755
C 2.254 -3.150 -2.721
F 3.479 -2.894 -3.159
F 2.240 -4.351 -2.145
C 1.793 -2.071 -1.722
O 0.711 -2.263 -1.096
O 2.467 -1.025 -1.555
C -1.470 -1.102 -3.982
C -0.932 -0.502 -2.722
O 0.396 -0.175 -2.727
N -1.569 -0.254 -1.643
Te -4.897 -0.929 -1.614
C -5.076 -3.034 -1.708
C -5.255 -3.768 -0.529
C -5.419 -3.146 0.841
C -5.277 -5.159 -0.600
C -5.115 -5.841 -1.795
C -5.119 -7.347 -1.845
C -4.961 -5.091 -2.953
C -4.942 -3.700 -2.941
C -4.801 -3.006 -4.278
C -6.812 -0.510 -0.811
C -6.901 0.148 0.426
C -5.694 0.565 1.240
C -8.160 0.381 0.975
C -9.325 -0.023 0.338
C -10.676 0.244 0.951
C -9.210 -0.658 -0.891
C -7.975 -0.907 -1.485
C -7.938 -1.580 -2.832
H -1.063 -0.588 -4.855
H -2.558 -1.035 -3.983
H -1.173 -2.151 -4.046
H -5.701 -2.097 0.801
H -4.488 -3.230 1.412
H -6.192 -3.675 1.401
H -5.428 -5.722 0.317
H -5.150 -7.777 -0.844
H -4.228 -7.725 -2.350
H -5.985 -7.718 -2.397
H -4.863 -5.604 -3.907
H -5.318 -3.578 -5.049
H -3.753 -2.933 -4.575
H -5.211 -1.999 -4.266
H -4.862 0.892 0.624
H -5.341 -0.270 1.856
H -5.957 1.383 1.914
H -8.227 0.886 1.935
H -10.617 0.275 2.039
H -11.396 -0.523 0.668
H -11.073 1.205 0.616
H -10.111 -0.965 -1.415
H -8.924 -1.557 -3.295
H -7.626 -2.625 -2.748
H -7.231 -1.085 -3.501
*
```

Computed properties:
DFT total energy in eV: -110113.0185
Frontier orbital gap (spin up / spin down) in eV: 7.2 / 4.3